Record 1
{"formula": "C32H31FKO3P2", "method": "ωB97M-V/def2-TZVPD", "charge": -1, "spin_multiplicity": 1, "relative_energy_kcal_mol": 0.0, "species": ["K", "C", "C", "C", "C", "C", "C", "P", "C", "C", "C", "C", "C", "C", "C", "C", "C", "C", "C", "C", "C", "C", "C", "C", "H", "H", "H", "H", "H", "H", "H", "H", "H", "H", "H", "H", "H", "H", "H", "H", "C", "O", "P", "O", "C", "O", "C", "H", "H", "H", "H", "H", "H", "H", "H", "H", "F", "C", "C", "C", "C", "C", "C", "C", "H", "H", "H", "H", "H", "H"], "xyz": [[-0.836, 0.117, 0.201], [-3.324, -6.214, -2.941], [-3.066, -5.085, -3.705], [-2.313, -4.047, -3.175], [-1.789, -4.119, -1.886], [-2.056, -5.261, -1.132], [-2.817, -6.297, -1.651], [-0.805, -2.676, -1.317], [-1.023, -2.912, 0.504], [-0.104, -3.560, 1.324], [-0.399, -3.792, 2.659], [-1.615, -3.388, 3.193], [-2.534, -2.731, 2.389], [-2.230, -2.483, 1.059], [0.901, -3.291, -1.593], [1.217, -4.528, -2.089], [2.568, -4.864, -2.341], [3.563, -3.957, -2.110], [3.262, -2.662, -1.611], [4.263, -1.686, -1.392], [3.910, -0.446, -0.934], [2.554, -0.139, -0.645], [1.522, -1.049, -0.800], [1.915, -2.317, -1.328], [-3.923, -7.020, -3.346], [-3.461, -4.999, -4.710], [-2.132, -3.161, -3.775], [-1.669, -5.341, -0.123], [-3.017, -7.172, -1.045], [0.844, -3.880, 0.908], [0.327, -4.292, 3.289], [-1.833, -3.576, 4.237], [-3.480, -2.391, 2.791], [-2.950, -1.965, 0.428], [0.441, -5.254, -2.298], [2.809, -5.848, -2.727], [4.597, -4.216, -2.313], [5.298, -1.932, -1.610], [4.682, 0.307, -0.792], [2.358, 0.871, -0.277], [1.409, 1.633, 5.387], [0.520, 0.697, 4.764], [0.548, 0.715, 3.114], [0.996, -0.784, 2.711], [2.394, -1.075, 2.724], [-1.018, 0.388, 2.783], [-1.970, 1.432, 3.030], [1.092, 1.726, 6.424], [1.361, 2.608, 4.901], [2.438, 1.270, 5.359], [2.504, -2.069, 2.298], [2.775, -1.070, 3.749], [2.943, -0.372, 2.095], [-2.930, 1.065, 2.677], [-1.712, 2.332, 2.464], [-2.009, 1.646, 4.099], [-5.895, -0.972, -0.508], [-4.890, -0.040, -0.644], [-3.917, -0.207, -1.609], [-2.903, 0.728, -1.738], [-2.791, 1.881, -0.891], [-1.680, 2.730, -0.898], [-3.854, 1.996, 0.064], [-4.867, 1.069, 0.186], [-3.938, -1.077, -2.256], [-2.148, 0.562, -2.500], [-1.718, 3.651, -0.326], [-0.991, 2.685, -1.734], [-3.861, 2.861, 0.721], [-5.650, 1.203, 0.924]], "forces_ev_per_angstrom": [[0.149, 0.077, -0.405], [-0.003, 0.004, -0.020], [-0.007, 0.000, -0.025], [-0.016, -0.003, -0.050], [-0.063, -0.151, -0.035], [-0.016, -0.022, 0.044], [-0.028, -0.040, -0.019], [0.225, 0.109, 0.179], [-0.064, -0.161, -0.126], [0.002, 0.056, -0.029], [0.048, -0.025, 0.026], [0.019, -0.021, 0.045], [0.041, 0.126, 0.009], [-0.035, -0.110, -0.160], [-0.053, 0.070, -0.014], [0.011, -0.008, -0.005], [0.006, -0.024, -0.008], [-0.030, 0.010, 0.010], [0.050, -0.059, -0.020], [0.066, -0.008, -0.015], [-0.077, 0.005, 0.013], [0.259, -0.240, -0.011], [-0.231, 0.140, 0.002], [0.079, -0.011, 0.010], [0.001, -0.008, 0.004], [-0.017, -0.035, 0.002], [0.025, 0.024, 0.036], [0.011, 0.017, 0.005], [-0.003, -0.003, -0.001], [0.006, -0.023, 0.003], [-0.002, 0.004, 0.000], [-0.026, 0.015, 0.003], [0.000, -0.024, 0.029], [-0.050, -0.023, 0.025], [0.022, -0.010, -0.005], [-0.005, 0.003, 0.000], [0.006, 0.014, 0.003], [-0.004, 0.013, 0.008], [-0.013, 0.017, 0.008], [-0.047, -0.004, 0.002], [-0.182, -0.205, 0.043], [0.124, 0.048, -0.161], [-0.103, -0.024, -0.093], [-0.035, 0.147, 0.272], [-0.071, -0.074, -0.150], [0.137, 0.155, 0.513], [0.113, -0.080, -0.019], [0.011, 0.031, -0.004], [0.019, 0.028, 0.004], [0.014, 0.015, 0.015], [0.018, 0.014, -0.018], [0.021, 0.007, -0.002], [0.035, -0.003, 0.048], [-0.014, 0.019, 0.035], [-0.006, 0.026, 0.016], [-0.078, 0.060, -0.016], [-0.001, 0.006, -0.008], [-0.035, -0.024, 0.030], [0.006, -0.003, 0.007], [-0.055, 0.056, -0.105], [0.010, -0.044, 0.087], [-0.186, 0.019, -0.049], [-0.014, 0.197, 0.047], [-0.035, -0.101, -0.040], [-0.038, -0.015, 0.007], [0.018, 0.022, 0.018], [0.045, 0.017, -0.025], [0.046, 0.049, 0.033], [0.018, -0.007, -0.004], [-0.017, -0.023, -0.001]], "mulliken_charge": [1.103, -0.440, -0.699, -0.297, 0.017, 0.231, -0.755, 0.491, 0.227, -0.452, -0.735, -0.628, -0.384, -0.253, -0.183, -0.437, -0.826, -0.871, 0.587, -0.894, -0.598, -0.596, 0.003, -0.052, 0.362, 0.389, 0.403, 0.379, 0.401, 0.492, 0.379, 0.326, 0.439, 0.411, 0.357, 0.402, 0.340, 0.319, 0.365, 0.380, -0.757, -0.313, -0.241, 0.492, -1.042, 0.279, -0.947, 0.236, 0.381, 0.282, 0.271, 0.276, 0.408, 0.200, 0.355, 0.318, -0.430, 0.746, -0.159, -0.547, 0.187, -1.501, -0.495, -0.645, 0.368, 0.183, 0.287, 0.264, 0.397, 0.442]}

***

Record 2
{"formula": "C4H10NO", "method": "ωB97M-V/def2-TZVPD", "charge": -1, "spin_multiplicity": 1, "relative_energy_kcal_mol": 26.8, "species": ["C", "C", "C", "N", "H", "H", "H", "H", "H", "H", "H", "C", "O", "H", "H", "H"], "xyz": [[-1.770, -0.287, 0.663], [-0.499, -0.057, 1.480], [0.643, 1.859, 0.895], [-0.283, 1.394, 1.643], [-2.101, -1.326, 0.646], [-2.577, 0.343, 1.056], [-1.542, 0.042, -0.355], [0.334, -0.517, 0.900], [-0.553, -0.518, 2.479], [1.229, 1.229, 0.203], [0.815, 2.929, 1.020], [1.255, -1.008, -2.145], [0.936, -0.566, -0.887], [0.777, -1.994, -2.355], [0.982, -0.339, -2.993], [2.354, -1.182, -2.251]], "forces_ev_per_angstrom": [[0.015, 0.641, 0.165], [0.475, -0.487, -0.269], [-0.555, -0.210, 0.817], [0.517, -0.203, -0.490], [0.148, -0.030, 0.020], [-0.081, -0.131, 0.007], [-0.062, -0.228, 0.053], [-0.517, 0.175, 0.437], [-0.200, 0.219, -0.111], [-0.229, 0.142, 0.031], [0.213, 0.104, -0.309], [0.181, -0.280, 1.071], [0.173, 0.234, -0.791], [0.055, 0.006, -0.339], [-0.121, 0.112, -0.010], [-0.012, -0.065, -0.282]], "mulliken_charge": [-1.078, -0.036, -0.170, -0.626, 0.291, 0.373, 0.182, 0.201, 0.364, 0.213, 0.286, -0.807, -0.735, 0.176, 0.200, 0.166]}

***

Record 3
{"formula": "C6H14B5F20Li3O2", "method": "ωB97M-V/def2-TZVPD", "charge": -2, "spin_multiplicity": 1, "species": ["Li", "Li", "Li", "B", "F", "F", "F", "F", "B", "F", "F", "F", "F", "B", "F", "F", "F", "F", "B", "F", "F", "F", "F", "B", "F", "F", "F", "F", "C", "C", "C", "O", "C", "H", "H", "H", "H", "H", "H", "H", "H", "C", "C", "O", "H", "H", "H", "H", "H", "H"], "xyz": [[-2.768, 1.204, -1.153], [-0.530, -3.379, -1.789], [-0.685, -1.920, 2.036], [-1.953, 2.900, 0.635], [-2.457, 4.020, 1.307], [-1.908, 3.172, -0.766], [-0.678, 2.575, 1.059], [-2.852, 1.806, 0.771], [-0.474, 0.210, 4.167], [0.880, 0.593, 4.218], [-1.176, 0.742, 5.288], [-1.090, 0.610, 2.994], [-0.553, -1.204, 4.214], [0.550, -3.973, 2.873], [-0.302, -4.129, 3.995], [1.221, -2.758, 3.020], [1.440, -5.078, 2.817], [-0.218, -4.017, 1.706], [-0.376, -1.055, -0.499], [0.477, -1.263, -1.613], [0.232, -0.615, 0.658], [-1.358, -0.109, -0.927], [-1.045, -2.237, -0.202], [-2.964, -4.360, -1.589], [-4.255, -4.440, -1.040], [-1.946, -4.509, -0.639], [-2.775, -5.282, -2.616], [-2.779, -3.040, -2.107], [4.428, 1.607, 0.782], [3.716, 2.128, -0.453], [2.192, 1.790, -0.252], [2.093, 1.558, 1.122], [3.266, 1.012, 1.634], [4.775, 2.417, 1.428], [5.217, 0.868, 0.669], [4.123, 1.734, -1.390], [3.810, 3.210, -0.569], [1.884, 0.933, -0.860], [1.552, 2.639, -0.487], [3.218, -0.083, 1.499], [3.312, 1.181, 2.708], [-0.447, 1.471, -3.456], [-1.863, 1.899, -3.821], [-2.831, 1.023, -3.159], [0.218, 2.235, -3.870], [-0.227, 0.485, -3.848], [-0.307, 1.537, -2.381], [-2.001, 1.698, -4.893], [-2.117, 2.944, -3.640], [-3.669, 1.251, -3.580]], "forces_ev_per_angstrom": [[0.704, 0.011, 0.639], [-0.976, 0.315, 0.927], [0.556, 0.235, 0.645], [0.842, 0.514, 1.262], [-0.055, -0.227, -0.291], [-0.325, -0.268, -1.028], [-0.504, 0.160, -0.344], [-0.345, -0.338, -0.553], [0.064, 0.224, 0.837], [-0.237, 0.040, -0.018], [0.269, -0.103, -0.247], [-0.163, 0.013, -0.486], [-0.228, -0.359, -0.338], [0.453, -1.519, 1.776], [0.066, -0.059, -0.471], [-0.009, 0.024, -0.854], [0.090, 0.426, -0.009], [-0.474, 0.944, -0.578], [-0.510, 1.410, 0.083], [0.070, -0.622, 0.173], [0.209, -0.315, -0.341], [-0.062, 0.138, -0.057], [0.149, -0.539, -0.107], [-1.165, 0.479, 0.321], [0.678, -0.196, -0.188], [0.445, -0.517, -0.092], [0.097, -0.203, -0.283], [0.444, 0.067, -0.585], [-0.774, 0.247, 1.761], [-0.386, 0.253, -1.070], [1.240, 0.193, 0.222], [-0.791, 0.647, 0.375], [0.089, -1.374, -0.816], [0.494, 0.143, -0.494], [0.080, 0.097, -0.371], [-0.115, -0.267, 0.095], [0.098, 0.026, 0.277], [0.030, -0.196, 0.111], [-0.096, -0.042, -0.040], [0.145, 0.031, 0.054], [-0.011, 0.274, -0.059], [-0.588, 1.271, 0.252], [-0.032, -1.121, -0.704], [0.014, 0.829, 0.026], [0.129, -0.267, -0.203], [0.097, -0.097, 0.113], [0.047, -0.323, 0.101], [0.036, 0.273, 0.026], [0.288, -0.034, 0.361], [-0.073, -0.297, 0.190]], "mulliken_charge": [0.928, 0.888, 0.817, 0.575, -0.358, -0.457, -0.168, -0.512, 0.391, -0.395, -0.390, -0.273, -0.393, 0.204, -0.388, -0.292, -0.402, -0.132, 0.224, -0.418, -0.055, -0.083, -0.555, 0.499, -0.384, -0.207, -0.365, -0.397, -0.477, -0.620, 0.086, -0.144, -0.486, 0.209, 0.310, 0.324, 0.213, -0.169, 0.222, 0.175, 0.362, -0.436, -0.465, -0.473, 0.383, 0.327, -0.225, 0.403, 0.321, 0.260]}

***

Frontier orbital gap readings, ordered: 4.85 7.06 7.66 eV
LUMO readings, ordered: 2.23 4.45 3.23 eV